# 1
Entry from the Open Molecules 2025 dataset: C4H8N2O in the gas phase (ωB97M-V with the def2-TZVPD basis set).

Orbital gap in eV: 10.04

The geometry in XYZ format:
```
15
C4H8N2O, DFT ωB97M-V with the def2-TZVPD basis set
C 0.598 0.549 1.788
C 0.604 0.617 0.287
N 1.486 -0.311 -0.464
C 0.375 -0.648 -1.364
C -0.564 -0.129 -0.317
N -1.791 -0.109 -0.029
O -2.520 -0.941 -0.880
H 1.532 0.901 2.229
H 0.410 -0.489 2.072
H -0.242 1.157 2.143
H 0.692 1.650 -0.092
H 2.324 0.075 -0.890
H 0.439 -1.633 -1.833
H 0.080 0.133 -2.094
H -3.422 -0.819 -0.558
```


# 2
Entry from the Open Molecules 2025 dataset: 2 unconnected molecules or ions with the total composition C4H13N3 (ωB97M-V with the def2-TZVPD basis set).

Orbital gap in eV: 4.48

The geometry in XYZ format:
```
20
C4H13N3, DFT ωB97M-V with the def2-TZVPD basis set
N 2.449 0.828 2.916
C -0.951 -2.292 -1.164
C -1.537 -1.119 -1.878
N -1.632 0.111 -1.071
C -0.331 0.541 -0.664
C -0.332 1.475 0.567
N 1.014 1.873 0.913
H -1.365 -2.324 -0.151
H 1.506 0.554 2.699
H -1.134 -3.292 -1.573
H 0.140 -2.229 -1.062
H -0.944 -0.942 -2.802
H -2.570 -1.322 -2.201
H 2.689 1.433 2.146
H 0.247 -0.350 -0.363
H 0.085 1.038 -1.542
H -0.896 2.415 0.530
H -0.751 0.963 1.434
H 3.052 0.026 3.040
H 1.259 2.611 0.228
```


# 3
Entry from the Open Molecules 2025 dataset: 14 unconnected molecules or ions with the total composition C20H45Cl2N13O29 (ωB97M-V with the def2-TZVPD basis set).

Orbital gap in eV: 9.02

The geometry in XYZ format:
```
109
C20H45Cl2N13O29, DFT ωB97M-V with the def2-TZVPD basis set
C 3.361 0.125 0.572
C 3.541 1.494 -0.241
Cl 5.320 1.886 -0.431
C 2.666 2.721 0.385
Cl 3.006 4.325 -0.432
C 1.129 2.255 0.238
C 0.304 2.079 1.382
C -1.057 1.576 0.726
O -1.881 0.910 1.389
O -1.091 1.966 -0.660
C 0.294 1.883 -1.080
O 0.723 1.545 -2.215
H 2.290 -0.116 0.878
H 3.718 -0.759 -0.084
H 3.968 0.204 1.552
H 3.110 1.308 -1.302
H 2.990 2.799 1.493
H 0.533 2.214 2.487
C -3.370 -1.571 2.210
N -3.846 -2.893 2.698
O -4.493 -2.909 3.733
O -3.553 -3.867 2.022
H -3.701 -0.801 2.904
H -2.282 -1.609 2.167
H -3.800 -1.411 1.223
C 2.189 -1.527 4.724
N 1.788 -0.894 3.439
O 0.919 -1.452 2.784
O 2.358 0.142 3.128
H 1.603 -2.433 4.867
H 3.251 -1.761 4.657
H 1.992 -0.810 5.518
C -2.148 1.709 -3.412
N -2.739 2.606 -4.439
O -2.010 3.462 -4.921
O -3.918 2.418 -4.724
H -1.109 1.986 -3.261
H -2.720 1.839 -2.495
H -2.225 0.688 -3.785
C 1.244 -5.115 2.222
N 0.924 -4.875 3.653
O 1.710 -4.193 4.299
O -0.100 -5.377 4.081
H 2.178 -4.611 1.980
H 1.339 -6.191 2.083
H 0.424 -4.710 1.629
C 0.157 -9.481 3.278
N 0.916 -9.080 2.064
O 0.425 -9.351 0.981
O 1.981 -8.506 2.242
H -0.761 -9.978 2.970
H 0.788 -10.158 3.851
H -0.065 -8.574 3.840
C -4.364 5.007 -6.614
N -4.779 5.641 -7.893
O -5.647 5.080 -8.542
O -4.217 6.683 -8.203
H -4.942 4.097 -6.468
H -3.301 4.780 -6.688
H -4.561 5.720 -5.818
C 4.110 -7.238 4.680
N 3.110 -7.720 5.669
O 1.940 -7.744 5.317
O 3.532 -8.058 6.762
H 3.594 -6.975 3.758
H 4.602 -6.367 5.110
H 4.818 -8.048 4.508
C -6.030 5.685 -2.249
N -4.816 5.028 -2.800
O -4.355 4.086 -2.173
O -4.369 5.484 -3.844
H -6.313 5.181 -1.327
H -5.780 6.728 -2.058
H -6.818 5.597 -2.996
C -1.101 7.355 -9.280
N -0.413 8.380 -8.453
O 0.394 7.986 -7.625
O -0.707 9.547 -8.663
H -0.744 6.369 -8.986
H -2.171 7.449 -9.096
H -0.859 7.558 -10.323
C 5.384 -5.874 9.353
N 6.148 -5.474 8.143
O 5.661 -5.749 7.058
O 7.207 -4.897 8.325
H 4.468 -6.374 9.041
H 6.014 -6.549 9.931
H 5.157 -4.967 9.913
C 0.779 -1.344 9.017
N 1.992 -2.008 8.472
O 2.444 -2.951 9.098
O 2.449 -1.556 7.432
H 0.487 -1.848 9.937
H 1.033 -0.303 9.210
H -0.006 -1.428 8.265
C -4.425 10.176 -9.821
N -4.379 9.406 -11.091
O -3.278 9.113 -11.529
O -5.450 9.121 -11.602
H -3.405 10.356 -9.482
H -4.936 11.116 -10.025
H -4.973 9.577 -9.093
C 1.769 -1.536 -2.832
N 2.802 -2.581 -2.608
O 3.166 -3.227 -3.576
O 3.211 -2.716 -1.464
H 1.500 -1.529 -3.887
H 0.906 -1.790 -2.217
H 2.198 -0.580 -2.537
```


# 4
Entry from the Open Molecules 2025 dataset: a gas-phase ion, C3H9N3P (charge +1) (ωB97M-V with the def2-TZVPD basis set).

Expectation value of S²: 2.016
Orbital gap (alpha / beta) in eV: 8.19 / 6.44
Total charge: +1
Spin multiplicity: 3

The geometry in XYZ format:
```
16
C3H9N3P, DFT ωB97M-V with the def2-TZVPD basis set
C 0.194 -0.809 -0.518
C -1.120 -0.811 0.175
C 2.060 0.330 0.531
N 2.684 1.361 0.999
N 0.872 0.343 -0.009
N -1.803 0.390 -0.189
P 2.991 2.437 2.058
H 0.921 -1.752 -0.208
H 0.090 -0.825 -1.624
H -1.654 -1.763 0.015
H -0.955 -0.788 1.294
H 2.551 -0.621 0.473
H 0.246 1.116 0.152
H -2.095 0.261 -1.087
H -2.640 0.531 0.306
H 4.088 3.463 1.647
```


# 5
Entry from the Open Molecules 2025 dataset: 3 unconnected molecules or ions with the total composition C2H8BrN4O2 (ωB97M-V with the def2-TZVPD basis set).

Orbital gap in eV: 7.92
Total charge: -1

The geometry in XYZ format:
```
17
C2H8BrN4O2, DFT ωB97M-V with the def2-TZVPD basis set
Br 11.681 -20.066 -34.046
C 11.947 -16.259 -36.426
O 12.335 -15.504 -35.551
N 11.125 -17.313 -36.213
N 12.356 -16.122 -37.740
H 10.710 -17.867 -36.935
H 10.982 -17.600 -35.255
H 12.424 -16.917 -38.346
H 12.802 -15.259 -37.982
C 14.871 -22.781 -35.300
O 15.366 -23.789 -35.778
N 13.586 -22.374 -35.497
N 15.555 -21.892 -34.493
H 13.080 -21.748 -34.861
H 13.026 -23.083 -35.940
H 16.552 -21.895 -34.425
H 15.047 -21.068 -34.214
```


# 6
Entry from the Open Molecules 2025 dataset: 2 unconnected molecules or ions with the total composition CH4IN2O (ωB97M-V with the def2-TZVPD basis set).

Expectation value of S²: 2.007
Orbital gap (alpha / beta) in eV: 5.85 / 7.22
Total charge: +1
Spin multiplicity: 3

The geometry in XYZ format:
```
9
CH4IN2O, DFT ωB97M-V with the def2-TZVPD basis set
C -0.934 -0.256 -0.991
N -1.522 -1.121 -1.626
N -0.117 0.386 -0.426
O 2.116 0.853 1.506
I 1.039 1.653 2.883
H -1.693 -2.030 -1.142
H -2.163 -0.973 -2.346
H 0.338 0.804 0.339
H 2.936 0.682 1.803
```


# 7
Entry from the Open Molecules 2025 dataset: a molecular structure, C23H32BrMoN4OSi (ωB97M-V with the def2-TZVPD basis set).

Expectation value of S²: 2.358
Orbital gap (alpha / beta) in eV: 6.71 / 7.91
Total charge: +3
Spin multiplicity: 3

The geometry in XYZ format:
```
63
C23H32BrMoN4OSi, DFT ωB97M-V with the def2-TZVPD basis set
Mo -0.036 0.704 0.171
C -3.589 -2.333 3.751
C -2.850 -1.069 3.417
C -2.868 0.047 4.251
C -2.177 1.206 3.910
C -1.488 1.176 2.730
Br -0.491 2.683 2.086
N -1.433 0.137 1.895
C -2.113 -0.970 2.243
H -4.179 -2.215 4.656
H -2.892 -3.157 3.909
H -4.262 -2.617 2.942
H -3.430 0.019 5.177
H -2.185 2.084 4.542
H -2.066 -1.800 1.550
C 1.597 -0.228 3.607
C 2.339 0.385 2.466
C 3.619 0.918 2.616
C 4.283 1.476 1.535
C 3.700 1.484 0.268
C 2.451 0.916 0.171
N 1.787 0.407 1.245
N 1.581 0.808 -0.923
Si 2.359 0.522 -2.627
C 1.273 -0.591 -3.623
C 2.480 2.252 -3.279
C 3.964 -0.352 -2.309
H 2.220 -0.976 4.098
H 0.677 -0.706 3.278
H 1.364 0.530 4.358
H 4.091 0.884 3.589
H 5.270 1.898 1.673
H 4.202 1.908 -0.590
H 0.367 -0.146 -4.026
H 1.039 -1.529 -3.114
H 1.895 -0.857 -4.485
H 1.639 2.873 -2.963
H 2.472 2.225 -4.372
H 3.403 2.748 -2.976
H 4.058 -0.774 -1.308
H 4.826 0.293 -2.486
H 4.039 -1.184 -3.012
O -1.030 2.400 -1.032
C -2.417 2.008 -0.938
C -2.875 1.305 -2.194
C -1.827 0.293 -2.690
C -1.589 -0.990 -1.938
C -2.132 -2.179 -2.399
C -1.785 -3.387 -1.819
C -0.868 -3.394 -0.772
C -0.379 -2.192 -0.328
N -0.738 -1.006 -0.874
H -0.848 3.157 -1.604
H -3.079 2.808 -0.611
H -2.349 1.294 -0.115
H -3.012 2.027 -3.002
H -3.855 0.867 -1.997
H -0.868 0.807 -2.745
H -2.078 0.030 -3.717
H -2.808 -2.150 -3.243
H -2.202 -4.313 -2.193
H -0.536 -4.315 -0.314
H 0.337 -2.149 0.486
```


# 8
Entry from the Open Molecules 2025 dataset: C6H14O in the gas phase (ωB97M-V with the def2-TZVPD basis set).

Orbital gap in eV: 10.67

The geometry in XYZ format:
```
21
C6H14O, DFT ωB97M-V with the def2-TZVPD basis set
C -0.859 -0.985 -0.993
C -1.843 -0.414 0.028
C -1.557 1.054 0.346
C -0.090 1.292 0.766
C 1.048 0.823 -0.187
O 1.581 -0.542 0.124
C 2.527 -1.078 -0.800
H -1.054 -2.030 -1.214
H 0.161 -1.023 -0.568
H -0.902 -0.409 -1.931
H -2.878 -0.517 -0.324
H -1.767 -0.994 0.957
H -1.819 1.686 -0.518
H -2.223 1.396 1.156
H 0.088 0.823 1.738
H 0.035 2.377 0.916
H 0.695 0.976 -1.228
H 1.928 1.434 -0.037
H 2.151 -1.080 -1.834
H 2.771 -2.130 -0.565
H 3.465 -0.514 -0.755
```


# 9
Entry from the Open Molecules 2025 dataset: 7 unconnected molecules or ions with the total composition C35H35ClNO10 (ωB97M-V with the def2-TZVPD basis set).

Orbital gap in eV: 7.50
Total charge: -1

The geometry in XYZ format:
```
82
C35H35ClNO10, DFT ωB97M-V with the def2-TZVPD basis set
Cl 0.730 0.810 0.582
N 1.659 -0.804 -4.109
C 1.469 -0.389 -5.440
C 0.547 0.578 -5.910
C -0.208 1.185 -4.939
C 0.041 0.922 -3.681
C 0.894 -0.123 -3.192
H 1.767 -1.063 -6.199
H 0.437 0.884 -7.088
H -1.115 2.049 -5.128
H -0.523 1.630 -2.993
H 1.010 -0.125 -2.098
C -1.467 2.837 6.182
C -1.854 3.049 4.812
C -1.132 2.306 3.809
C -0.092 1.476 4.183
C 0.353 1.505 5.552
C -0.387 2.073 6.536
O -0.084 1.963 7.877
O -1.183 2.433 2.535
H -2.145 3.229 6.841
H -2.773 3.724 4.680
H 0.353 0.660 3.648
H 1.251 1.166 5.813
H 0.582 1.418 8.095
H -0.599 1.888 1.899
C -1.180 -3.175 1.994
C -2.107 -4.259 2.467
C -1.894 -4.916 3.666
C -0.910 -4.543 4.562
C -0.126 -3.318 4.255
C -0.299 -2.700 3.061
O 0.583 -1.598 2.864
O -2.857 -5.808 4.023
H -1.202 -2.784 0.960
H -2.886 -4.697 1.840
H -0.877 -4.960 5.580
H 0.433 -2.848 5.041
H 0.366 -1.183 2.092
H -3.456 -6.144 3.363
C 4.435 0.118 -1.385
C 5.580 0.361 -2.200
C 6.491 -0.768 -2.318
C 6.182 -2.002 -1.678
C 5.054 -2.233 -1.058
C 4.132 -1.163 -0.972
O 2.805 -1.452 -0.537
O 7.729 -0.406 -2.931
H 3.957 1.071 -1.125
H 5.988 1.242 -2.466
H 6.825 -2.789 -1.775
H 4.820 -3.195 -0.437
H 2.330 -0.609 -0.331
H 8.349 -1.180 -2.803
C -2.374 4.529 -0.957
C -1.193 3.774 -0.721
C 0.035 4.397 -1.356
C -0.076 5.539 -2.144
C -1.311 6.232 -2.291
C -2.482 5.681 -1.745
O -3.644 6.352 -1.822
O 1.286 3.759 -1.305
H -3.319 3.801 -0.776
H -1.158 2.903 -0.063
H 0.709 5.903 -2.408
H -1.209 7.194 -2.668
H -4.234 6.041 -2.582
H 1.154 2.869 -0.886
C -3.785 -1.710 -1.361
C -4.272 -3.217 -1.811
C -3.204 -4.053 -2.078
C -1.913 -3.574 -2.005
C -1.555 -2.303 -1.722
C -2.449 -1.361 -1.298
O -2.004 -0.166 -1.048
O -3.386 -5.332 -2.453
H -4.456 -0.894 -1.116
H -5.345 -3.585 -1.823
H -1.133 -4.371 -2.131
H -0.717 -1.990 -1.689
H -1.144 -0.029 -0.800
H -2.616 -5.731 -2.962
```


# 10
Entry from the Open Molecules 2025 dataset: C4H5N3S in the gas phase (ωB97M-V with the def2-TZVPD basis set).

Orbital gap (alpha / beta) in eV: 8.99 / 5.31

The geometry in XYZ format:
```
13
C4H5N3S, DFT ωB97M-V with the def2-TZVPD basis set
C -0.839 -1.940 -0.271
C 0.121 0.643 -0.757
C 0.570 2.024 -0.929
C -0.242 -1.086 0.695
N -1.489 -2.567 -0.994
N 0.204 0.154 0.428
N 0.097 -1.601 1.947
S 0.133 3.016 -2.424
H -0.315 0.115 -1.500
H -0.040 2.450 -0.162
H 1.586 2.135 -0.960
H 0.503 -0.920 2.585
H -0.290 -2.423 2.343
```


# 11
Entry from the Open Molecules 2025 dataset: C4H6O in the gas phase (ωB97M-V with the def2-TZVPD basis set).

Orbital gap in eV: 9.80

The geometry in XYZ format:
```
11
C4H6O, DFT ωB97M-V with the def2-TZVPD basis set
C 1.922 -0.152 0.101
O 0.837 0.761 0.163
C -0.418 0.172 0.141
C -1.257 -0.750 -0.152
C -1.839 0.589 0.033
H 2.879 0.430 -0.332
H 1.748 -0.893 -0.646
H 2.136 -0.445 1.105
H -1.290 -1.774 -0.478
H -2.273 1.205 -0.817
H -2.446 0.857 0.882
```


# 12
Entry from the Open Molecules 2025 dataset: 2 unconnected molecules or ions with the total composition C8H16 (ωB97M-V with the def2-TZVPD basis set).

Orbital gap in eV: 10.42

The geometry in XYZ format:
```
24
C8H16, DFT ωB97M-V with the def2-TZVPD basis set
C -2.629 1.778 0.066
C -1.736 1.349 1.144
C -0.993 0.992 2.040
C -0.099 0.562 3.116
H -3.666 1.854 0.435
H -2.604 1.053 -0.764
H -2.319 2.764 -0.318
H -0.049 1.334 3.903
H -0.465 -0.376 3.566
H 0.918 0.392 2.725
C 1.549 -2.069 0.264
C 1.554 -0.837 -0.640
C 0.395 -0.835 -1.634
C 0.400 0.398 -2.537
H 2.396 -2.043 0.970
H 1.627 -2.985 -0.346
H 0.610 -2.111 0.841
H 1.491 0.077 -0.017
H 2.506 -0.796 -1.202
H 0.458 -1.749 -2.256
H -0.558 -0.876 -1.071
H 1.339 0.439 -3.115
H 0.321 1.313 -1.928
H -0.447 0.371 -3.244
```


# 13
Entry from the Open Molecules 2025 dataset: 2 unconnected molecules or ions with the total composition C3H6FNO2 (ωB97M-V with the def2-TZVPD basis set).

Orbital gap in eV: 11.02

The geometry in XYZ format:
```
13
C3H6FNO2, DFT ωB97M-V with the def2-TZVPD basis set
C -0.392 1.629 -0.287
C -1.458 0.621 0.009
F -2.460 1.106 0.769
O -1.725 -0.338 -1.038
C -1.171 -0.826 0.008
O -0.799 -1.828 0.515
H 0.377 1.024 -0.722
H -0.167 2.094 0.576
H -0.822 2.321 -1.074
N 2.158 -1.207 0.148
H 2.382 -2.067 -0.373
H 1.235 -1.443 0.592
H 2.842 -1.088 0.876
```


Molecular weight? In order: 100.1 103.2 1002.5 118.1 200.0 187.0 584.5 102.2 665.1 127.2 70.1 112.2 107.1 g mol⁻¹.
E_tot? In order: -341.85900 -324.21988 -4601.92113 -624.94254 -3024.71784 -522.50574 -4120.70969 -312.19193 -2621.81256 -717.75092 -231.11306 -314.35253 -422.95800 Eh.